1 | Computed, not measured: a cluster of 2 separate species, C5H16NSi in total, with ωB97M-V/def2-TZVPD.

Element x y z (Å)
C (-1.96767, 1.00336, 1.23679)
C (0.16414, -0.43776, -2.08553)
C (1.11055, 1.39033, -0.79594)
C (-0.61437, 0.31245, 1.56662)
C (-0.01059, -0.48450, 0.45193)
N (0.10620, 0.32190, -0.76093)
Si (0.73809, -2.33340, 0.54764)
H (-2.03864, 2.03401, 1.55203)
H (-2.85010, 0.46420, 1.63646)
H (-2.14145, 0.85608, 0.14453)
H (-0.13655, 0.30780, -2.94156)
H (1.17261, -0.57257, -2.22028)
H (-0.45610, -1.25703, -2.05239)
H (1.17248, 1.71983, -1.91237)
H (0.74226, 2.28594, -0.23528)
H (2.04463, 0.97377, -0.61250)
H (-0.71647, -0.21900, 2.44208)
H (0.00061, 1.30752, 1.86556)
H (2.19499, -0.90364, 1.45344)
H (-0.79263, 0.78453, -0.85116)
H (0.73257, -2.59300, 1.92691)
H (1.98681, -2.15944, -0.03289)
H (-0.44139, -2.80138, -0.32316)

The HOMO energy (alpha / beta) comes out at -13.66 / -12.50 eV. The spin multiplicity is 1. As for the net charge: +1.

2 | Computed, not measured: the ion C5H16NSi with charge +1, with ωB97M-V/def2-TZVPD.

Element x y z (Å)
C (2.34001, 0.36963, 0.81230)
C (1.51997, 0.48017, -0.46113)
C (0.22670, -0.42751, -0.68415)
N (0.37578, -1.66978, -0.05247)
Si (-1.07025, 0.61525, 0.60527)
C (-1.37331, 1.82156, -0.86075)
C (-2.34719, -0.80834, 0.37634)
H (1.65062, 0.75502, 1.65703)
H (3.26629, 0.90668, 0.93819)
H (2.63339, -0.69762, 1.18805)
H (1.13439, 1.51521, -0.44366)
H (2.14658, 0.56692, -1.28211)
H (0.54034, -0.47286, -1.57705)
H (-0.51490, -2.18124, -0.16167)
H (1.16322, -2.14006, -0.62806)
H (0.59241, -1.65302, 0.94102)
H (-0.24746, 0.50499, 1.79536)
H (-2.09108, 1.25320, -1.48619)
H (-1.74455, 2.74001, -0.37015)
H (-0.40396, 2.10657, -1.28664)
H (-3.44755, -0.70725, 0.43844)
H (-2.16020, -1.30184, -0.59539)
H (-2.18924, -1.57569, 1.13740)

Its structure (SMILES) is CC[C@@H]([NH3+])[SiH](C)C. The HOMO energy comes out at -13.67 eV. The spin multiplicity is 1. As for the net charge: +1.

Short version: 2 is the most stable of them.